(1)
Entry from the OMol25 dataset: a 18-piece molecular cluster, C14H64O25 overall (wB97M-V/def2-TZVPD).

Geometry as XYZ:
```
103
C14H64O25, DFT wB97M-V/def2-TZVPD
O 1.6225 -3.0545 -0.5026
H 0.9045 -3.6415 -0.4516
H 2.4575 -3.4425 -0.3456
O -2.7635 -2.2005 -4.2546
H -3.2255 -2.0975 -5.0936
H -3.2295 -1.6395 -3.6286
O -2.0755 -2.7175 -1.6306
H -2.8235 -3.2295 -1.2626
H -2.1065 -2.8855 -2.5366
O -1.0315 1.1885 -3.9916
H -1.8135 1.4595 -4.4666
H -1.2025 0.6225 -3.2236
O 2.9575 -1.1855 -1.9136
H 2.3325 -0.6085 -2.3506
H 2.4455 -1.9755 -1.6266
O 2.4885 3.1555 1.9924
H 2.2065 3.3235 2.8744
H 3.3715 2.9205 2.3124
O 1.9425 0.7675 -3.3896
H 1.0085 0.6095 -3.1076
H 2.0445 1.6995 -3.2216
O 2.1535 3.5965 -2.9646
H 2.4185 3.2835 -2.0436
H 1.2205 3.7645 -2.8786
O -0.4755 3.5205 -3.0066
H -0.6475 2.8055 -3.5926
H -0.7745 4.3005 -3.4676
O -0.6125 2.7955 3.4714
H -0.4965 2.1015 2.8154
H -1.5605 2.8675 3.6154
O 1.5195 4.5055 -0.1156
H 1.9965 4.9785 -0.8066
H 2.0805 3.9705 0.4654
C -2.1405 -3.5585 1.6504
C -1.6625 -4.7875 0.8824
O -0.5915 -4.2835 0.1924
O -3.0495 -4.0615 2.6024
H -2.5795 -2.8255 0.9744
H -1.4305 -3.1375 2.3254
H -2.2645 -5.3875 0.2654
H -1.1505 -5.4805 1.6264
H -0.9775 -3.8645 -0.5826
H -3.5715 -3.4105 3.0284
C 4.1905 0.4055 0.9444
C 4.9505 0.6585 2.3084
O 4.8905 2.0265 2.5844
O 4.0395 -0.9595 0.7824
H 4.6935 0.7525 0.1134
H 3.1945 0.8105 0.9114
H 6.0655 0.3735 2.2684
H 4.6125 0.0625 3.1674
H 5.3335 2.4415 1.8944
H 3.6445 -1.1325 -0.0876
C 0.4655 -5.9565 -3.1136
C -0.0305 -4.5715 -3.5296
O 0.8785 -3.5395 -3.4806
O -0.5285 -6.9045 -2.8546
H 0.8785 -5.8065 -2.1296
H 1.2825 -6.5315 -3.7286
H -0.8175 -4.3135 -2.9156
H -0.5115 -4.7365 -4.4916
H 0.5035 -2.8775 -4.0216
H -0.8435 -7.2245 -3.6736
C -1.9395 5.7675 0.5104
C -1.6055 4.3115 0.2074
O -2.7395 3.6225 -0.1036
O -0.7815 6.4205 0.9944
H -2.7345 5.9915 1.2704
H -2.1685 6.2395 -0.4586
H -1.4145 3.8635 1.2334
H -0.7965 3.8825 -0.4356
H -2.8585 3.4765 -1.0346
H -0.4525 6.9795 0.2604
C 0.5535 0.9515 -0.2416
C -0.4425 -0.1495 -0.5446
O -0.3915 -0.4005 -1.9116
O 0.3995 1.4075 1.0954
H 0.2955 1.8005 -0.8516
H 1.5095 0.7605 -0.6776
H -1.4805 0.1815 -0.3706
H -0.2125 -1.0545 0.0414
H -1.0085 -1.1285 -2.1606
H 1.1395 1.9605 1.4564
C -3.1225 1.2745 1.8544
C -3.6935 -0.1535 1.9004
O -4.1155 -0.5385 0.6604
O -2.8885 1.6135 3.2114
H -3.8225 1.9285 1.3664
H -2.2435 1.3325 1.1924
H -4.5495 -0.2245 2.6184
H -2.9505 -0.8145 2.4274
H -3.4805 -0.2315 0.0414
H -3.6115 2.1785 3.4194
C 1.5235 0.3565 4.0494
C 0.7535 -0.8285 3.3864
O 1.4335 -1.3845 2.3344
O 0.9175 0.6325 5.3054
H 1.6935 1.2465 3.4624
H 2.5195 -0.1745 4.2144
H -0.1585 -0.3995 3.0194
H 0.4885 -1.6425 4.1064
H 1.6235 -0.7485 1.6324
H 1.0045 -0.0465 5.9324
```

- ΔE to the lowest compared entry with this formula, charge and spin (kcal/mol) = 75.21
- total charge = 0
- lowest unoccupied orbital energy (eV) = -0.73

(2)
Entry from the OMol25 dataset: a 8-piece molecular cluster, C27H57N8O12P2 overall (wB97M-V/def2-TZVPD).

Geometry as XYZ:
```
106
C27H57N8O12P2, DFT wB97M-V/def2-TZVPD
O 0.4368 -2.6382 0.3516
C -0.4071 -1.8443 0.6705
O -1.7174 -2.1739 0.8681
C 0.0186 -0.3889 0.8256
C 0.9418 0.0454 1.7821
C 1.2736 1.3715 1.8134
N 0.7494 2.2476 0.9582
C -0.1234 1.8575 0.0371
P -0.7759 3.0974 -1.1446
P 0.1268 2.4496 -3.0218
O -0.0185 0.9871 -3.1903
O -0.5429 3.2095 -4.2616
O 1.7055 2.7350 -2.8957
C -0.5191 0.5427 -0.0606
H -2.2675 -1.7966 0.1659
H 1.4029 -0.6603 2.4684
H 2.0094 1.7010 2.5430
H 1.0391 3.2372 1.0163
H -2.1818 2.9804 -1.2401
H 0.1894 3.5766 -4.7908
H 2.1519 1.9110 -3.1493
H -1.2274 0.2591 -0.8331
C -0.6044 -7.7625 2.6969
C -1.5264 -6.6299 3.0737
O -2.1619 -6.6263 4.1159
N -1.6359 -5.5846 2.2119
C -0.9753 -5.3834 0.9345
H -0.6265 -8.5116 3.4830
H -0.9332 -8.2265 1.7660
H 0.4193 -7.4003 2.5911
H -2.2675 -4.8691 2.5357
H -0.3939 -4.4622 0.9922
H -1.7377 -5.2750 0.1600
H -0.3196 -6.2103 0.6802
C -0.1230 -0.9108 -5.6174
C 0.3821 -0.5882 -7.0015
O 1.2528 0.2500 -7.1904
N -0.1601 -1.2589 -8.0512
C -1.1923 -2.2780 -8.0308
H 0.4057 -0.2936 -4.8982
H -1.1893 -0.6920 -5.5430
H 0.0624 -1.9604 -5.3801
H 0.2272 -0.9893 -8.9420
H -0.7955 -3.1942 -8.4713
H -2.0381 -1.9390 -8.6315
H -1.5312 -2.4847 -7.0212
C -2.3050 -5.0126 6.5286
C -2.1372 -4.1860 7.7788
O -1.1199 -3.5445 8.0023
N -3.1646 -4.1687 8.6698
C -4.4393 -4.8569 8.5842
H -1.4079 -4.9253 5.9255
H -2.4500 -6.0627 6.7784
H -3.1512 -4.6499 5.9444
H -2.9833 -3.5969 9.4797
H -5.2439 -4.1195 8.6117
H -4.5435 -5.5200 9.4445
H -4.5196 -5.4396 7.6725
C 2.9239 5.2203 -5.8239
C 2.1153 6.3880 -5.3138
O 1.4540 6.3183 -4.2831
N 2.1386 7.5339 -6.0333
C 2.8546 7.8085 -7.2673
H 2.8049 4.3821 -5.1414
H 2.5739 4.9170 -6.8118
H 3.9815 5.4810 -5.8686
H 1.5769 8.2695 -5.6337
H 3.5340 8.6459 -7.1033
H 2.1358 8.0865 -8.0391
H 3.4230 6.9475 -7.6019
C 0.0379 6.5457 -1.1663
C 0.6959 6.2854 0.1631
O 1.2338 5.2058 0.4171
N 0.6870 7.2718 1.0818
C 0.1105 8.6003 0.9683
H 0.1306 5.6650 -1.7887
H -1.0225 6.7627 -1.0260
H 0.5265 7.3766 -1.6753
H 1.1469 7.0233 1.9442
H 0.8986 9.3404 1.1101
H -0.6368 8.7290 1.7521
H -0.3551 8.7541 0.0011
C -4.3945 1.4617 3.2590
C -2.9250 1.7157 3.0425
O -2.5242 2.6047 2.2981
N -2.0439 0.9230 3.7039
C -2.3251 -0.1723 4.6205
H -4.9665 2.1708 2.6676
H -4.6567 0.4520 2.9400
H -4.6527 1.5986 4.3094
H -1.0811 1.1498 3.5146
H -1.8758 0.0510 5.5884
H -1.8765 -1.0873 4.2294
H -3.3910 -0.3243 4.7484
C 3.1657 -3.5845 0.5191
C 4.6176 -3.1969 0.3837
O 4.9624 -2.0269 0.2912
N 5.5433 -4.1884 0.3675
C 5.3300 -5.6209 0.4647
H 2.5667 -2.6884 0.5145
H 2.8591 -4.2112 -0.3194
H 2.9993 -4.1107 1.4614
H 6.4891 -3.8518 0.2747
H 5.8671 -6.0012 1.3349
H 5.7294 -6.1006 -0.4301
H 4.2770 -5.8641 0.5606
```

- ΔE to the lowest compared entry with this formula, charge and spin (kcal/mol) = 15.80
- total charge = +1
- lowest unoccupied orbital energy (eV) = -4.04

Calculated Kohn-Sham gap, 8.2 6.6 eV (same order as the records).